Record 1
Below is a cluster of 13 separate species, C54H52O34 in total, with properties calculated with ωB97M-V/def2-TZVPD.

Cartesian coordinates (Å):
C 11.371 7.013 23.445
C 10.222 6.433 23.173
C 9.869 5.180 23.885
O 8.669 4.843 23.882
C 10.884 4.487 24.755
C 11.975 5.173 25.077
C 12.368 6.401 24.390
O 13.459 6.856 24.535
H 11.667 7.987 23.007
H 9.539 6.922 22.494
H 10.527 3.501 25.150
H 12.746 4.666 25.642
C 15.425 11.107 23.563
C 14.582 10.216 23.020
C 14.328 10.294 21.605
O 13.616 9.451 21.090
C 15.001 11.379 20.798
C 15.929 12.155 21.306
C 15.996 12.206 22.761
O 16.382 13.225 23.320
H 15.746 11.003 24.579
H 14.025 9.397 23.539
H 14.743 11.332 19.739
H 16.553 12.862 20.774
C 7.126 6.302 17.860
C 6.075 6.156 18.692
C 5.617 7.294 19.528
O 4.715 7.109 20.332
C 6.149 8.627 19.332
C 7.159 8.797 18.450
C 7.793 7.600 17.719
O 8.900 7.723 17.264
H 7.469 5.499 17.204
H 5.497 5.270 18.897
H 5.792 9.439 19.923
H 7.749 9.677 18.236
C 10.450 6.153 15.038
C 10.833 5.371 16.047
C 11.185 3.947 15.809
O 11.834 3.275 16.614
C 10.932 3.388 14.469
C 10.660 4.200 13.498
C 10.241 5.551 13.742
O 9.685 6.218 12.869
H 10.264 7.247 15.147
H 10.837 5.711 17.040
H 11.128 2.342 14.247
H 10.603 3.819 12.514
C 12.339 8.037 18.094
C 11.553 7.607 19.112
C 10.673 8.604 19.824
O 10.021 8.271 20.782
C 10.584 9.999 19.298
C 11.413 10.465 18.378
C 12.352 9.456 17.684
O 12.926 9.800 16.641
H 12.975 7.311 17.638
H 11.439 6.551 19.313
H 9.923 10.661 19.832
H 11.420 11.456 17.978
C 7.779 10.166 21.688
C 7.444 10.974 22.913
O 7.352 12.310 22.350
C 7.315 12.269 21.044
O 7.219 13.273 20.363
O 7.362 11.048 20.535
H 7.386 9.177 21.614
H 8.876 10.051 21.666
H 8.238 10.923 23.717
H 6.484 10.659 23.369
C 13.237 14.041 22.014
C 12.269 15.130 21.748
O 11.017 14.417 21.264
C 11.036 13.181 21.693
O 10.177 12.346 21.599
O 12.293 12.864 22.292
H 13.677 14.153 22.971
H 13.955 13.925 21.202
H 12.511 15.944 21.047
H 11.942 15.505 22.716
C 8.972 14.121 18.431
C 7.648 14.000 17.783
O 7.942 14.486 16.426
C 9.269 14.335 16.159
O 9.803 14.398 15.142
O 9.907 13.989 17.321
H 9.223 13.380 19.217
H 9.022 15.138 18.842
H 6.909 14.667 18.251
H 7.240 13.004 17.698
C 14.941 4.126 18.072
C 15.284 3.382 16.827
O 15.741 4.436 15.934
C 15.509 5.635 16.486
O 15.829 6.715 16.052
O 14.831 5.484 17.638
H 15.701 4.094 18.811
H 13.990 3.827 18.464
H 14.349 2.917 16.451
H 16.048 2.635 16.892
C 15.496 11.075 14.875
C 14.618 9.979 14.350
O 15.151 9.585 13.033
C 16.203 10.390 12.768
O 16.902 10.262 11.840
O 16.243 11.404 13.714
H 16.234 10.828 15.668
H 14.863 11.912 15.136
H 13.567 10.295 14.239
H 14.611 9.080 14.974
C 5.570 6.081 23.273
C 5.280 4.693 22.724
O 6.277 4.576 21.716
C 7.037 5.667 21.575
O 7.958 5.818 20.836
O 6.680 6.584 22.474
H 5.952 6.032 24.300
H 4.672 6.711 23.175
H 4.271 4.530 22.240
H 5.519 3.908 23.429
C 9.722 2.621 19.214
C 10.824 1.586 19.264
O 11.898 2.217 19.947
C 11.682 3.538 19.791
O 12.548 4.343 20.071
O 10.511 3.863 19.250
H 9.107 2.585 20.154
H 9.198 2.707 18.238
H 11.203 1.372 18.267
H 10.562 0.635 19.731
C 17.232 7.426 19.017
C 15.912 8.039 19.368
O 16.307 9.117 20.303
C 17.521 8.818 20.766
O 18.065 9.423 21.628
O 18.104 7.774 20.119
H 17.668 7.795 18.084
H 17.227 6.345 18.961
H 15.327 7.347 19.933
H 15.365 8.419 18.474

## Properties
Multiplicity ... 1
Kohn-Sham gap ... 8.2 eV
Largest force on an atom ... 4.5 eV/A

***

Record 2
Below is an isolated molecule of C3H4N2O, with properties calculated with ωB97M-V/def2-TZVPD.

Cartesian coordinates (Å):
O 0.271 0.846 -1.372
C -0.774 0.976 -0.123
C 0.572 0.749 0.363
N 0.713 -0.497 0.842
N -0.445 -1.250 0.608
C -1.268 -0.422 0.052
H 0.260 -0.097 -1.613
H 1.349 1.490 0.490
H 1.571 -1.006 0.986
H -2.249 -0.786 -0.234

## Properties
Multiplicity ... 1
Energy above the lowest of the compared OMol25 structures with the same formula, charge and spin ... 125.1 kcal/mol
Kohn-Sham gap ... 8.5 eV
Largest force on an atom ... 0.7 eV/A

***

Record 3
Below is a structure of composition C12H11CdF6N4O5S4, with properties calculated with ωB97M-V/def2-TZVPD.

Cartesian coordinates (Å):
Cd 0.249 1.522 -0.241
S 0.829 3.688 -1.232
C -0.424 4.583 -0.398
C -0.490 5.961 -0.798
N -0.520 7.058 -1.147
C -1.309 4.144 0.541
S -1.457 2.540 1.231
C -2.259 5.081 1.072
N -3.040 5.800 1.518
F 2.672 1.574 1.829
C 2.599 0.599 2.738
F 3.832 0.294 3.138
F 1.901 1.037 3.780
S 1.765 -0.877 2.012
O 0.553 -0.320 1.437
O 1.633 -1.793 3.096
N 2.768 -1.432 0.946
S 2.826 -1.039 -0.576
O 2.773 -2.192 -1.418
O 2.025 0.101 -0.968
C 4.561 -0.437 -0.711
F 4.793 -0.057 -1.966
F 5.414 -1.410 -0.393
F 4.772 0.599 0.097
O -0.749 -0.037 -1.682
C -1.809 -0.647 -1.687
C -2.958 -0.336 -0.781
C -2.670 -1.174 0.491
C -2.265 -2.650 0.289
C -0.895 -2.897 -0.378
C -0.914 -2.830 -1.914
N -1.915 -1.840 -2.365
H -3.901 -0.642 -1.240
H -2.995 0.722 -0.527
H -3.558 -1.134 1.123
H -1.871 -0.676 1.044
H -3.054 -3.194 -0.248
H -2.231 -3.093 1.286
H -0.508 -3.872 -0.074
H -0.192 -2.158 0.007
H -1.201 -3.786 -2.350
H 0.066 -2.561 -2.303
H -2.846 -2.220 -2.278

## Properties
Multiplicity ... 1
Energy above the lowest of the compared OMol25 structures with the same formula, charge and spin ... 0.0 kcal/mol
Kohn-Sham gap ... 7.3 eV
Largest force on an atom ... 0.2 eV/A
Charge ... -1

***

Record 4
Below is an isolated molecule of C4H6NO2P, with properties calculated with ωB97M-V/def2-TZVPD.

Cartesian coordinates (Å):
C 0.791 1.012 -1.246
C 0.606 -0.402 -1.471
C -0.059 1.696 -0.436
C -0.092 -1.263 -0.727
N 0.397 -0.650 1.976
O -0.940 1.000 0.382
O -2.181 -0.383 1.260
P -0.799 -0.497 0.780
H 1.487 1.509 -2.034
H 1.117 -0.818 -2.342
H -0.296 2.758 -0.272
H -0.402 -2.276 -0.932
H 0.085 -0.082 2.747
H 0.285 -1.604 2.315

## Properties
Multiplicity ... 1
Energy above the lowest of the compared OMol25 structures with the same formula, charge and spin ... 27.8 kcal/mol
Kohn-Sham gap ... 9.3 eV
Largest force on an atom ... 6.6 eV/A
SMILES ... N[P@]1(=O)C=CC=CO1

***

Record 5
Below is a structure of composition C4H5NO2, with properties calculated with ωB97M-V/def2-TZVPD.

Cartesian coordinates (Å):
N -2.331 -0.780 -0.211
C -1.278 -0.589 0.560
C 0.025 -0.761 0.314
C 1.093 0.110 0.176
O 2.401 -0.273 0.238
C 0.942 1.594 0.080
O -0.144 2.116 -0.011
H -3.260 -0.716 0.176
H -2.285 -0.937 -1.214
H 0.532 -0.763 -0.819
H 2.419 -1.172 0.599
H 1.886 2.171 0.114

## Properties
Multiplicity ... 1
Energy above the lowest of the compared OMol25 structures with the same formula, charge and spin ... 122.1 kcal/mol
Kohn-Sham gap (alpha / beta) ... 7.6 / 7.6 eV
Largest force on an atom ... 0.6 eV/A

***

Record 6
Below is a cluster of 2 separate species, CH6S3 in total, with properties calculated with ωB97M-V/def2-TZVPD.

Cartesian coordinates (Å):
S -0.047 0.132 -2.736
S -0.529 -1.791 -2.120
H 0.597 -0.262 -3.843
H -1.799 -1.767 -2.541
C 0.316 0.331 1.475
S -0.354 0.844 3.072
H -0.497 -0.079 0.879
H 1.069 -0.441 1.615
H 0.763 1.159 0.933
H 0.481 1.873 3.267

## Properties
Multiplicity ... 1
Energy above the lowest of the compared OMol25 structures with the same formula, charge and spin ... 4.9 kcal/mol
Kohn-Sham gap ... 9.2 eV
Largest force on an atom ... 0.4 eV/A
SMILES ... CS.SS

***

Record 7
Below is a cluster of 2 separate species, C4H9N3S in total, with properties calculated with ωB97M-V/def2-TZVPD.

Cartesian coordinates (Å):
C 1.493 -1.035 -0.096
C 1.601 1.198 0.660
C -0.483 0.205 0.501
C -3.091 -0.612 0.153
N 0.160 -1.049 0.197
N 2.260 -0.093 0.320
N 0.280 1.276 0.699
S -2.121 0.677 0.011
H 1.945 -2.049 -0.513
H 2.261 2.131 0.752
H -0.212 0.370 -2.072
H 0.300 0.825 -2.332
H -4.021 -0.178 -0.070
H -3.173 -1.675 0.361
H -0.272 -1.919 0.293
H 3.214 -0.217 0.203
H -0.141 2.144 0.933

## Properties
Multiplicity ... 1
Energy above the lowest of the compared OMol25 structures with the same formula, charge and spin ... 100.7 kcal/mol
Kohn-Sham gap (alpha / beta) ... 6.8 / 6.8 eV
Largest force on an atom ... 4.5 eV/A
Charge ... +2

***

Record 8
Below is a structure of composition C37H43IrNO2P, with properties calculated with ωB97M-V/def2-TZVPD.

Cartesian coordinates (Å):
O 1.726 3.668 0.068
C 3.008 4.046 -0.539
C 2.655 5.523 -0.581
H 3.097 3.546 -1.495
H 3.839 3.869 0.152
C 1.421 5.076 0.229
H 2.402 5.928 -1.571
H 3.313 6.193 -0.023
C 0.121 5.507 -0.391
H 0.045 5.129 -1.420
H 0.109 6.606 -0.405
H -0.725 5.165 0.208
C 1.490 5.480 1.691
H 2.481 5.301 2.120
H 0.752 4.929 2.284
H 1.240 6.550 1.773
Ir 0.202 0.701 1.023
C 0.985 -0.112 3.085
C 1.488 -1.078 2.192
C 2.124 -0.401 1.106
H 1.362 -2.147 2.308
C 2.253 0.996 1.480
C 1.538 1.159 2.709
H 1.430 2.078 3.251
H 0.304 -0.285 3.901
H 2.600 -0.879 0.248
H 2.919 1.707 1.042
C -2.186 1.038 1.404
C -1.255 1.861 2.120
C -0.552 2.642 1.125
H -1.108 1.921 3.199
C -1.016 2.223 -0.176
C -2.038 1.265 0.014
H -2.586 0.776 -0.793
H -2.854 0.322 1.872
H 0.154 3.412 1.364
H -0.722 2.673 -1.121
O 1.144 3.020 -3.524
C 1.049 1.794 -2.774
C 2.318 0.950 -2.942
H 0.200 1.170 -3.115
H 0.924 2.069 -1.715
C 3.055 1.634 -4.129
H 2.062 -0.071 -3.248
H 2.914 0.899 -2.024
C 2.128 2.775 -4.570
H 3.178 0.901 -4.920
H 4.041 1.960 -3.824
H 1.585 2.478 -5.480
H 2.719 3.675 -4.810
N -0.534 -1.001 0.294
P -1.266 -2.443 0.417
C -0.312 -3.584 -0.608
C 0.767 -3.050 -1.332
C 1.549 -3.891 -2.130
C 1.261 -5.257 -2.214
C 0.172 -5.780 -1.512
C -0.639 -4.947 -0.729
C -1.287 -3.175 2.088
C -0.415 -4.229 2.435
C -0.337 -4.649 3.763
C -1.090 -4.010 4.746
C -2.056 -3.070 4.385
C -2.166 -2.657 3.056
C -2.963 -2.615 -0.188
C -3.891 -3.520 0.364
C -5.141 -3.712 -0.244
C -5.472 -3.010 -1.403
C -4.547 -2.114 -1.956
C -3.300 -1.913 -1.363
H 0.980 -1.979 -1.277
H 2.381 -3.480 -2.697
H 1.875 -5.918 -2.829
H -0.058 -6.845 -1.559
H -1.510 -5.355 -0.205
H 0.204 -4.714 1.681
H 0.335 -5.460 4.026
H -0.924 -4.247 5.796
H -2.706 -2.631 5.134
H -2.919 -1.914 2.776
H -3.639 -4.092 1.259
H -5.847 -4.421 0.193
H -6.447 -3.166 -1.873
H -4.807 -1.571 -2.864
H -2.582 -1.219 -1.808

## Properties
Multiplicity ... 6
Kohn-Sham gap (alpha / beta) ... 6.7 / 5.7 eV
Largest force on an atom ... 5.1 eV/A
Charge ... +1

***

Record 9
Below is an isolated molecule of C3H8BF, with properties calculated with ωB97M-V/def2-TZVPD.

Cartesian coordinates (Å):
B 1.701 0.438 -0.025
C 0.769 -0.765 0.311
C -0.619 -0.594 -0.338
C -1.294 0.675 0.116
F -2.492 0.845 -0.561
H 2.096 0.557 -1.146
H 1.970 1.294 0.761
H 0.650 -0.936 1.381
H 1.209 -1.667 -0.122
H -0.533 -0.598 -1.424
H -1.251 -1.440 -0.065
H -1.519 0.628 1.182
H -0.687 1.564 -0.069

## Properties
Multiplicity ... 1
Energy above the lowest of the compared OMol25 structures with the same formula, charge and spin ... 8.0 kcal/mol
Kohn-Sham gap ... 11.5 eV
Largest force on an atom ... 0.3 eV/A
SMILES ... BCCCF

***

Record 10
Below is a cluster of 20 separate species, H41O20 in total, with properties calculated with ωB97M-V/def2-TZVPD.

Cartesian coordinates (Å):
O 0.821 -0.577 -0.163
H 1.142 -0.097 -1.109
O 2.776 4.777 -0.430
H 1.829 4.602 -0.567
H 2.987 5.091 0.453
O 0.877 0.852 3.942
H 1.714 1.259 3.737
H 0.755 0.332 4.746
O -2.634 -1.061 -3.206
H -2.076 -0.348 -3.544
H -3.163 -1.348 -3.963
O -2.092 -0.331 0.192
H -0.979 3.964 2.142
H -2.911 -0.275 0.768
O -1.046 4.384 1.303
H -1.318 2.565 -2.283
H -1.411 4.086 0.461
O -1.306 3.395 -1.745
H -1.805 4.066 -2.240
H -3.890 -1.036 2.045
O -3.403 2.201 -2.878
H -4.295 2.343 -2.439
H -3.466 1.256 -2.575
O -1.112 -4.716 2.007
H -0.407 -5.234 2.383
H -2.486 -0.592 -0.643
O 4.323 -1.264 -1.288
H 5.142 -0.786 -1.316
H 4.428 -2.085 -1.761
O 1.659 0.454 -2.249
H 2.611 0.324 -2.153
H 0.759 0.047 0.538
O 4.080 1.697 2.847
H 4.489 1.677 1.980
H 4.548 1.172 3.510
O -0.811 0.205 5.800
H -1.540 0.790 5.566
H -1.268 -0.600 6.034
O 1.712 -1.284 -4.165
H 2.612 -1.224 -4.505
H 1.621 -2.253 -4.033
O -1.076 -5.223 -1.105
H 1.269 0.029 -3.044
H -1.767 -4.684 -1.471
O 3.929 2.545 -0.673
H 4.417 2.670 -1.479
H 3.406 3.393 -0.838
O -0.872 -2.251 0.369
H -1.231 -1.900 1.175
H -0.925 -3.156 0.069
O -3.718 -1.919 1.654
H -1.499 -5.595 -0.263
H -3.286 -2.414 2.346
O 1.403 2.077 0.747
H 2.193 2.472 0.407
H 0.698 2.632 1.024
O -3.410 -3.696 -0.876
H -3.170 -2.833 -0.493
H -3.731 -4.164 -0.114
H 0.027 -1.178 -0.411
H -1.087 -4.851 1.065

## Properties
Multiplicity ... 1
Energy above the lowest of the compared OMol25 structures with the same formula, charge and spin ... 88.4 kcal/mol
Kohn-Sham gap ... 10.0 eV
Largest force on an atom ... 3.9 eV/A
Charge ... +1

***

Record 11
Below is a structure of composition C35H38CoINO3P2Si, with properties calculated with ωB97M-V/def2-TZVPD.

Cartesian coordinates (Å):
Co 0.563 -0.690 -0.483
O 4.289 -0.348 -2.055
C 3.179 -0.092 -1.657
O 2.175 -0.924 -1.602
C 2.815 1.339 -1.197
P 1.006 1.460 -1.334
C 0.630 1.484 -3.103
C 1.577 1.260 -4.096
C 1.181 1.231 -5.426
C -0.150 1.412 -5.772
C -1.101 1.631 -4.782
C -0.711 1.662 -3.456
C 0.565 3.097 -0.690
C 0.173 4.156 -1.507
C -0.142 5.379 -0.935
C -0.080 5.552 0.440
C 0.312 4.497 1.254
C 0.625 3.272 0.693
H 3.330 2.105 -1.774
H 3.095 1.447 -0.147
H 2.619 1.100 -3.850
H 1.920 1.061 -6.198
H -0.450 1.386 -6.811
H -2.140 1.776 -5.047
H -1.437 1.846 -2.670
H 0.135 4.040 -2.580
H -0.431 6.204 -1.574
H -0.337 6.507 0.878
H 0.377 4.632 2.326
H 0.918 2.439 1.324
C 2.454 1.157 3.112
Si 2.058 -0.609 2.544
C 3.644 -1.549 2.134
C 1.142 -1.471 3.963
O 1.124 -0.559 1.234
H 2.903 1.136 4.108
H 1.543 1.758 3.173
H 3.156 1.647 2.434
H 4.367 -1.499 2.951
H 4.109 -1.139 1.235
H 3.424 -2.602 1.942
H 1.859 -1.746 4.740
H 0.630 -2.383 3.645
H 0.402 -0.811 4.423
C -2.988 -0.364 -1.417
P -1.734 -0.518 -0.102
C -1.987 0.943 0.947
C -1.303 1.023 2.163
C -1.446 2.133 2.977
C -2.239 3.198 2.569
C -2.867 3.152 1.334
C -2.748 2.031 0.526
C -2.313 -2.004 0.784
C -2.493 -3.158 0.016
C -2.861 -4.349 0.617
C -3.051 -4.409 1.991
C -2.885 -3.267 2.757
C -2.515 -2.070 2.159
H -3.971 -0.329 -0.949
H -2.929 -1.224 -2.081
H -2.827 0.529 -2.018
H -0.628 0.227 2.444
H -0.933 2.170 3.930
H -2.363 4.064 3.206
H -3.461 3.991 0.998
H -3.257 2.020 -0.430
H -2.342 -3.134 -1.057
H -3.005 -5.235 0.012
H -3.337 -5.345 2.452
H -3.048 -3.296 3.826
H -2.406 -1.189 2.772
I -0.340 -2.153 -3.326
C 0.508 -3.359 -1.834
C 0.960 -4.632 -2.119
C 1.407 -5.406 -1.057
C 1.373 -4.880 0.227
C 0.910 -3.591 0.405
N 0.489 -2.843 -0.617
H 0.968 -4.996 -3.135
H 1.766 -6.410 -1.237
H 1.711 -5.453 1.078
H 0.867 -3.120 1.380

## Properties
Multiplicity ... 1
Kohn-Sham gap (alpha / beta) ... 7.5 / 7.5 eV
Largest force on an atom ... 2.5 eV/A
Charge ... +1